{
  "formula": "C7H12F2NO3",
  "method": "the ωB97M-V functional and the def2-TZVPD basis",
  "largest_force_ev_per_a": 1.10,
  "charge": -1,
  "total_energy_ev": -20522.920,
  "spin_multiplicity": 1,
  "homo_ev": -3.44,
  "homo_lumo_gap_ev": 6.966,
  "symbols": ["C", "C", "C", "C", "C", "C", "C", "N", "O", "O", "O", "F", "F", "H", "H", "H", "H", "H", "H", "H", "H", "H", "H", "H", "H"],
  "positions_angstrom": [[0.063, -1.642, 2.973], [1.357, 2.102, -0.294], [0.640, 1.213, -2.534], [-0.887, 1.000, -0.553], [0.577, 1.012, -1.022], [0.482, -2.106, 1.729], [-1.611, -0.207, -1.120], [-1.356, -1.340, -0.447], [0.250, -0.519, 3.454], [-0.895, -2.470, 3.571], [-2.356, -0.165, -2.087], [1.682, -1.632, 1.215], [0.452, -3.467, 1.449], [2.394, 2.107, -0.624], [0.928, 3.081, -0.495], [1.341, 1.922, 0.777], [0.280, 2.207, -2.798], [1.661, 1.107, -2.895], [0.012, 0.483, -3.037], [-0.915, 0.950, 0.535], [-1.388, 1.909, -0.892], [1.026, 0.048, -0.770], [-0.699, -1.447, 0.364], [-1.771, -2.190, -0.798], [-1.268, -1.958, 4.300]],
  "lowdin_charge": [-0.55, -0.08, -0.08, -0.10, -0.43, -0.36, -0.58, 0.17, -0.03, 0.02, 0.00, -0.02, -0.02, 0.07, 0.07, 0.08, 0.08, 0.07, 0.07, 0.12, 0.12, 0.12, 0.06, 0.11, 0.09]
}